Entry from the Open Molecules 2025 dataset: the molecule C6H4O in a non-equilibrium geometry (wB97M-V/def2-TZVPD).

As for the HOMO-LUMO gap: 8.43 eV. The energy above the lowest of the compared OMol25 structures with the same formula, charge and spin comes out at 3.895 eV. The calculation puts the LUMO energy at -0.020 Ha. The value obtained for the total energy is -306.06840 hartree.

Cartesian coordinates (Å):
C  3.124  0.351  0.478
C  1.899  0.048  0.158
C  0.525  0.072  0.669
C  -0.417  1.008  0.342
C  -1.503  0.285  -0.234
C  -1.165  -1.030  -0.155
O  0.023  -1.184  0.442
H  1.785  -0.377  -0.865
H  -0.288  2.082  0.386
H  -2.368  0.695  -0.728
H  -1.614  -1.950  -0.493